Entry 1:
Formula: CH2BrClS
Source: the OMol25 dataset
Level of theory: ωB97M-V with the def2-TZVPD basis set

For the LUMO energy (alpha / beta), the calculation gives -0.3 / -2.4 eV. The calculation puts the HOMO energy (alpha / beta) at -9.5 / -8.7 eV. The calculation puts the frontier orbital gap (alpha / beta) at 9.196 / 6.247 eV. Its molar mass is 161.5 g mol⁻¹.

ORCA input file:
```
! RIJCOSX wB97M-V def2-TZVPD def2/J DEFGRID3
* xyz 0 1
C 0.29007 1.28583 1.36081
S -1.24776 -2.63880 -1.52625
Cl -0.26538 -1.69926 -2.98730
Br 0.32382 0.21153 -0.18545
H 0.04699 0.59373 2.18875
H 0.85226 2.24696 1.14943
*
```

Per-atom Mulliken charges, elementary charge units:
1 C -0.593
2 S 0.034
3 Cl -0.085
4 Br 0.023
5 H 0.315
6 H 0.305



Entry 2:
Formula: C40H57O3PtSe2
Source: the OMol25 dataset
Level of theory: ωB97M-V with the def2-TZVPD basis set

For the LUMO energy, the calculation gives 2.4 eV. The calculation puts the HOMO energy at -3.9 eV. The calculation puts the frontier orbital gap at 6.307 eV. Its molar mass is 938.9 g mol⁻¹.

ORCA input file:
```
! RIJCOSX wB97M-V def2-TZVPD def2/J DEFGRID3
* xyz -1 1
Pt 1.85449 -1.13828 0.09635
C -1.08783 5.54211 2.80547
C -0.35542 5.21243 1.50231
C 0.71412 6.29012 1.26095
C -1.37943 5.25007 0.35832
C 0.32248 3.84070 1.55658
C 0.79076 3.23863 0.39587
C 1.37853 1.98666 0.44435
Se 2.05515 1.12962 -1.12846
C 0.47177 0.63110 -2.09877
C -0.40046 1.57484 -2.60811
C -1.50088 1.18191 -3.36043
C -1.64081 -0.18549 -3.60191
C -0.76613 -1.15849 -3.12247
C 0.34653 -0.75079 -2.34116
O 1.24123 -1.61161 -1.88950
C -0.96199 -2.64313 -3.45378
C 0.27071 -3.16503 -4.21751
C -2.18994 -2.89372 -4.33201
C -1.12823 -3.45060 -2.15464
C -2.44662 2.23129 -3.95443
C -1.72743 2.92723 -5.12075
C -2.81881 3.27457 -2.89178
C -3.74152 1.60544 -4.47784
C 1.61775 1.28928 1.64542
O 2.28464 0.15515 1.66888
C 1.13613 1.89639 2.83481
C 0.52531 3.14467 2.75055
C 1.29159 1.16527 4.17409
C 2.78559 1.04282 4.51211
C 0.59537 1.89663 5.32368
C 0.65936 -0.23711 4.06835
H -1.66357 6.46312 2.68010
H -1.78153 4.74397 3.08157
H -0.38882 5.69886 3.63036
H 0.26086 7.28720 1.22657
H 1.45295 6.27192 2.06596
H 1.23912 6.11105 0.31933
H -1.94796 6.18495 0.38338
H -0.89245 5.18254 -0.61647
H -2.07915 4.41511 0.44418
H 0.70260 3.73940 -0.56221
H -0.20928 2.62443 -2.40956
H -2.47728 -0.51412 -4.20342
H 0.42187 -2.58894 -5.13661
H 1.15990 -3.07962 -3.59553
H 0.12546 -4.21702 -4.48536
H -2.10437 -2.38577 -5.29756
H -2.27361 -3.96665 -4.52006
H -3.11158 -2.56650 -3.84243
H -0.24795 -3.34750 -1.52132
H -2.00257 -3.10066 -1.59874
H -1.26903 -4.51166 -2.38596
H -0.81697 3.42073 -4.77144
H -1.44105 2.19414 -5.87884
H -2.37244 3.68072 -5.58790
H -1.95158 3.85700 -2.57562
H -3.56175 3.97483 -3.28688
H -3.23666 2.78639 -2.00789
H -3.55672 0.95233 -5.33411
H -4.23631 1.02309 -3.69618
H -4.42729 2.39321 -4.80162
H 0.19279 3.60052 3.67339
H 3.23018 2.03551 4.63115
H 2.92028 0.48703 5.44649
H 3.30805 0.51736 3.71350
H 1.05339 2.87081 5.52175
H -0.46847 2.04510 5.11805
H 0.68248 1.29381 6.23014
H 1.18764 -0.85230 3.34320
H 0.69458 -0.74023 5.04041
H -0.38589 -0.15451 3.75719
C -3.31575 -5.15104 4.20380
C -2.10582 -4.65556 3.45272
C -0.88892 -5.31564 3.51750
C 0.22100 -4.88348 2.79877
C 1.51152 -5.65356 2.92422
C 0.12749 -3.74234 1.97613
Se 1.68376 -3.37955 0.89468
C -1.08157 -3.02014 1.95468
C -1.30188 -1.72810 1.20525
C -2.16841 -3.50546 2.68184
H -3.09446 -6.07101 4.74712
H -4.14553 -5.35315 3.52165
H -3.66188 -4.40513 4.92452
H -0.79800 -6.20566 4.13657
H 1.43064 -6.42316 3.69464
H 2.33213 -4.97917 3.17444
H 1.77525 -6.13134 1.97703
H -0.37340 -1.29252 0.85015
H -1.79380 -1.00225 1.85747
H -1.94834 -1.88833 0.33762
H -3.10653 -2.95610 2.62937
C 4.23270 -1.30672 -3.17845
C 4.99858 -1.43388 -1.88401
C 6.45403 -1.86436 -1.97479
O 4.50824 -1.15559 -0.81758
H 4.52606 -2.07359 -3.89582
H 4.44862 -0.32352 -3.61118
H 3.16156 -1.36791 -2.97407
H 6.64257 -2.49656 -2.84281
H 6.74139 -2.37701 -1.05849
H 7.06487 -0.96044 -2.05856
*
```

Mulliken atomic charge list, values in e, 6 entries:
1 Pt 3.140
2 C -2.150
3 C 2.350
4 C -1.706
5 C -1.875
6 C -0.893



Entry 3:
Formula: C4H8S2
Source: the OMol25 dataset
Level of theory: ωB97M-V with the def2-TZVPD basis set

For the LUMO energy, the calculation gives 0.0 eV. The calculation puts the HOMO energy at -8.6 eV. The calculation puts the frontier orbital gap at 8.574 eV. Its molar mass is 120.2 g mol⁻¹. As for the structure (SMILES): CC(C)SC=S.

ORCA input file:
```
! RIJCOSX wB97M-V def2-TZVPD def2/J DEFGRID3
* xyz 0 1
C 0.23269 -1.29765 0.29815
C -0.49721 0.05973 0.20342
C -1.82256 0.06236 -0.54445
S 0.49463 1.30103 -0.74346
C 2.01108 1.38428 0.04562
S 3.41353 2.05966 -0.35138
H 1.06982 -1.34245 1.02189
H -0.42479 -2.09141 0.60743
H 0.70465 -1.60755 -0.65183
H -0.64700 0.40421 1.26408
H -1.62190 0.12967 -1.57431
H -2.40650 -0.85328 -0.23680
H -2.35830 0.96090 -0.30229
H 1.85186 0.83050 0.96393
*
```

Mulliken atomic charge list, values in e, 6 entries:
1 C -1.264
2 C 0.360
3 C -1.369
4 S -0.067
5 C -0.101
6 S -0.243



Entry 4:
Formula: C32H22BrF2N6O2ReS2
Source: the OMol25 dataset
Level of theory: ωB97M-V with the def2-TZVPD basis set

For the LUMO energy (alpha / beta), the calculation gives -4.1 / -4.7 eV. The calculation puts the HOMO energy (alpha / beta) at -10.9 / -11.0 eV. The calculation puts the frontier orbital gap (alpha / beta) at 6.813 / 6.332 eV. Its molar mass is 890.8 g mol⁻¹.

ORCA input file:
```
! RIJCOSX wB97M-V def2-TZVPD def2/J DEFGRID3
* xyz 1 2
Re -0.17456 -0.43293 0.79471
N -3.50948 -0.30652 3.92470
C -2.53535 -0.82101 3.14797
S -2.88330 -1.39490 1.57369
N -1.33295 -0.88843 3.63974
N -0.40210 -1.22089 2.74817
C 0.63257 -1.86125 3.17635
C 1.64357 -2.24584 2.21685
C 2.73009 -3.03574 2.56244
C 3.62363 -3.42318 1.58054
C 3.39493 -3.02048 0.27115
C 2.29469 -2.23615 0.00038
N 1.43481 -1.84279 0.94423
H -4.46754 -0.48518 3.68201
H -3.28873 -0.09193 4.88441
H 0.71092 -2.12536 4.22408
H 2.85500 -3.32903 3.59555
H 4.47599 -4.04197 1.82563
H 4.05493 -3.31858 -0.53013
H 2.07983 -1.91768 -1.01232
F -2.03810 -5.36357 -0.67909
C -1.62629 -4.15845 -1.07802
C -1.39332 -3.18475 -0.12943
C -0.94002 -1.92406 -0.50449
C -0.73979 -1.67361 -1.88304
C -0.99008 -2.69328 -2.79987
F -0.77806 -2.48843 -4.11130
C -1.42102 -3.94479 -2.42707
C -0.31498 -0.32047 -2.24117
C -0.23814 0.21316 -3.52405
C 0.14385 1.53289 -3.69565
C 0.40925 2.31381 -2.58132
C 0.28995 1.73736 -1.33836
N -0.03236 0.44700 -1.16636
H -1.58019 -3.43177 0.90530
H -1.59447 -4.71293 -3.16691
H -0.47544 -0.38354 -4.38764
H 0.21531 1.95056 -4.69093
H 0.70117 3.35053 -2.66797
H 0.46518 2.32024 -0.44583
S -2.66068 3.17558 2.20673
C -1.47863 1.96496 2.04733
N -1.64379 1.12407 1.06092
C -2.80382 1.42097 0.33498
C -3.30524 0.72033 -0.76209
C -4.45014 1.18272 -1.37046
C -5.12264 2.31342 -0.88894
C -4.66032 2.98997 0.21777
C -3.48945 2.53444 0.82142
H -0.63459 1.93335 2.72479
H -2.81603 -0.18402 -1.09395
H -4.83757 0.65882 -2.23421
H -6.02012 2.65391 -1.38708
H -5.18738 3.84929 0.61006
Br 5.95085 2.95435 -3.00250
C 4.74548 2.61633 -1.58603
C 4.60219 3.54830 -0.56937
C 3.71163 3.29970 0.46277
C 2.97477 2.12122 0.48743
C 3.13586 1.19857 -0.53869
C 4.01073 1.44151 -1.58538
C 1.99013 1.91029 1.60470
O 1.88389 2.72326 2.49003
O 1.24620 0.81541 1.55935
H 5.17992 4.46189 -0.58698
H 3.58423 4.02249 1.25703
H 2.58172 0.27139 -0.52181
H 4.11344 0.73147 -2.39478
*
```

Mulliken atomic charge list, values in e, 6 entries:
1 Re 1.463
2 N -0.312
3 C 0.648
4 S -0.249
5 N -2.125
6 N 1.218